Computed, not measured: a 2-piece molecular cluster, C2H6NO3 overall in a non-equilibrium geometry, with ωB97M-V/def2-TZVPD.

Structure (XYZ):
```
12
Properties=species:S:1:pos:R:3:forces:R:3
C 1.62385 0.39341 0.01591 0.3821 -0.5459 0.8756
C -0.93154 -0.83932 1.01264 -0.1635 -0.9049 2.2580
N 0.94320 0.01583 -1.31552 3.1487 1.6685 -0.6171
O 1.64583 1.66075 -0.02600 -0.0302 1.7571 1.0647
O -1.97125 -0.99618 1.81260 -0.7396 -0.9019 1.1659
O -1.42982 -0.40059 -0.09732 3.5247 0.5429 -1.7146
H -0.02114 -0.08768 -1.19923 -2.6138 -0.2481 0.6455
H 1.12400 0.82752 -1.96092 -0.1653 -1.2650 0.0442
H 1.32243 -0.89182 -1.59284 0.1335 0.2585 -0.3402
H 1.98408 2.16048 0.80903 -0.4572 -1.6561 -1.6677
H -1.95255 -1.49895 2.69027 1.0176 1.0970 -1.8111
H -2.33707 -0.34345 -0.14863 -4.0370 0.1979 0.0967
```
Forces are in eV/Å.

Properties
DFT total energy ... -359.8706 Eh
Net charge ... +1
E_HOMO ... -0.496 Ha
Energy above the lowest of the compared OMol25 structures with the same formula, charge and spin ... 435.4 kJ/mol
F_max ... 0.0786 Eh/bohr

Formally, the Mulliken partial charges of the atoms, in units of the elementary charge, are as follows: atom 1 (C): -0.056, atom 2 (C): 0.001, atom 3 (N): -0.152, atom 4 (O): -0.313, atom 5 (O): -0.413, atom 6 (O): -0.369, atom 7 (H): 0.317, atom 8 (H): 0.393, atom 9 (H): 0.400, atom 10 (H): 0.444, atom 11 (H): 0.426, atom 12 (H): 0.322